Entry 1:
57
Properties=species:S:1:pos:R:3:nbo_charge:R:1 method="wB97M-V/def2-TZVPD" gap_ha=0.3260 total_energy_ha=-1871.7189 max_force_ev_per_a=0.78 homo_energy_ev=-8.457 e_above_lowest_ev=0.000
C 1.0846 5.5981 1.0512 -0.598
C 0.2045 4.7976 0.0996 -0.393
C 0.7147 3.3675 -0.0591 -0.411
H 1.7340 3.3842 -0.4496 0.214
C -0.1590 2.5661 -1.0247 -0.226
N 0.3155 1.1990 -1.1709 -0.442
C 0.1499 0.2713 -0.1757 0.468
C 0.7012 -0.9819 -0.2881 -0.094
C 1.4446 -1.3706 -1.4556 0.650
O 1.9689 -2.4464 -1.6560 -0.631
N 1.5168 -0.3596 -2.4117 -0.631
C 1.0213 0.9087 -2.3334 0.800
O 1.1709 1.7209 -3.2159 -0.624
H 2.0279 -0.5802 -3.2593 0.433
N 0.5832 -1.9053 0.7829 -0.460
C -0.0033 -3.1201 0.6738 0.675
O 0.0170 -3.9289 1.5814 -0.619
C -0.7249 -3.4617 -0.6321 -0.175
O -1.3050 -2.3948 -1.3510 -0.488
C -2.2030 -1.5918 -0.7341 0.305
C -2.7094 -1.7912 0.5484 -0.311
C -3.5779 -0.8651 1.1030 -0.211
C -3.9432 0.2602 0.3843 -0.081
C -3.4700 0.4552 -0.9064 -0.240
C -2.6062 -0.4659 -1.4591 -0.205
H -2.2217 -0.3347 -2.4580 0.229
H -3.7762 1.3224 -1.4701 0.233
Cl -4.9919 1.4401 1.1011 0.002
H -3.9667 -1.0207 2.0970 0.233
H -2.4342 -2.6605 1.1239 0.243
H -1.4673 -4.2361 -0.4017 0.206
H 0.0237 -3.8833 -1.3112 0.253
C 1.3933 -1.6466 1.9837 -0.259
C 2.5568 -0.7614 1.6440 0.046
C 3.6049 -1.2594 0.8789 -0.220
C 4.6435 -0.4309 0.4953 -0.208
C 4.6487 0.9009 0.8763 -0.216
C 3.6155 1.3992 1.6507 -0.205
C 2.5735 0.5716 2.0310 -0.246
H 1.7662 0.9626 2.6339 0.213
H 3.6189 2.4353 1.9565 0.211
H 5.4586 1.5478 0.5734 0.214
H 5.4504 -0.8253 -0.1039 0.217
H 3.5939 -2.2941 0.5708 0.229
H 0.7706 -1.1858 2.7585 0.192
H 1.7265 -2.6220 2.3510 0.249
N -0.5155 0.6428 0.9581 -0.806
H -1.1635 1.4102 0.8937 0.403
H -0.8423 -0.1282 1.5200 0.417
H -1.2070 2.5641 -0.7095 0.189
H -0.1044 3.0110 -2.0211 0.261
H 0.7423 2.8766 0.9152 0.205
H 0.1872 5.2846 -0.8769 0.201
H -0.8195 4.7796 0.4804 0.193
H 2.1042 5.6449 0.6765 0.204
H 1.1016 5.1370 2.0362 0.201
H 0.7102 6.6133 1.1542 0.212

=====

Entry 2:
14
Properties=species:S:1:pos:R:3:nbo_charge:R:1 method="wB97M-V/def2-TZVPD" gap_ha="0.2489 / 0.2313" total_energy_ha=-1567.4290 max_force_ev_per_a=7.59 homo_energy_ev="-6.256 / -10.155" e_above_lowest_ev=3.256 spin_multiplicity=3
C -1.8326 -2.7811 -1.2254 -0.251
C -2.7443 -2.2113 -0.7094 -0.118
C 0.4203 0.8594 1.0581 0.105
C 0.0048 2.1330 0.3124 -0.680
O 2.6676 1.0131 -0.9128 -0.937
O 0.9444 -0.1256 0.5331 -0.629
P 2.2560 -0.3782 -0.8200 1.557
Cl -4.0363 -1.6651 0.1314 0.129
Cl 3.4557 -1.4179 0.4669 -0.271
H -1.1439 -3.4455 -1.6695 0.239
H 0.2745 0.9257 2.2232 0.179
H -1.1122 2.0905 0.4451 0.223
H 0.4930 1.9624 -0.6509 0.233
H 0.3530 3.0406 0.8179 0.222

=====

Copy entry 2 word for word.
14
Properties=species:S:1:pos:R:3:nbo_charge:R:1 method="wB97M-V/def2-TZVPD" gap_ha="0.2489 / 0.2313" total_energy_ha=-1567.4290 max_force_ev_per_a=7.59 homo_energy_ev="-6.256 / -10.155" e_above_lowest_ev=3.256 spin_multiplicity=3
C -1.8326 -2.7811 -1.2254 -0.251
C -2.7443 -2.2113 -0.7094 -0.118
C 0.4203 0.8594 1.0581 0.105
C 0.0048 2.1330 0.3124 -0.680
O 2.6676 1.0131 -0.9128 -0.937
O 0.9444 -0.1256 0.5331 -0.629
P 2.2560 -0.3782 -0.8200 1.557
Cl -4.0363 -1.6651 0.1314 0.129
Cl 3.4557 -1.4179 0.4669 -0.271
H -1.1439 -3.4455 -1.6695 0.239
H 0.2745 0.9257 2.2232 0.179
H -1.1122 2.0905 0.4451 0.223
H 0.4930 1.9624 -0.6509 0.233
H 0.3530 3.0406 0.8179 0.222